Record 1
# C27H72O9

9 unconnected molecules or ions with the total composition C27H72O9 in a non-equilibrium geometry (wB97M-V/def2-TZVPD, OMol25).

Structure (XYZ):
```
108
Properties=species:S:1:pos:R:3:forces:R:3:mulliken_charge:R:1
C -3.682853 -5.690887 2.125246 0.14 0.30 1.07 -1.050
C -2.426513 -6.238147 1.525046 0.02 0.24 -2.77 0.680
C -2.650923 -7.396807 0.532416 0.69 -1.11 1.24 -1.590
O -1.863473 -5.165087 0.737576 0.23 -0.08 0.44 -0.508
H -4.199243 -6.443087 2.721606 -0.36 0.06 -0.26 0.400
H -4.288323 -5.155257 1.394076 -0.23 -0.64 -0.17 0.159
H -3.396083 -4.896697 2.814546 0.05 0.05 0.32 0.276
H -1.655853 -6.513687 2.244956 -0.27 -0.30 0.26 0.264
H -2.838353 -8.235617 1.202776 -0.47 -0.38 -0.14 0.474
H -1.738563 -7.727047 0.035786 0.30 0.51 -0.01 0.391
H -3.417353 -7.400907 -0.242604 -0.28 0.79 0.37 0.277
H -1.937353 -4.390687 1.300116 0.24 0.80 0.08 0.111
C 0.539267 2.073743 -4.230174 0.02 -1.19 -0.18 -0.667
C 0.891487 3.542003 -4.210754 0.68 -0.92 -0.86 0.631
C 1.657447 3.976263 -5.473084 1.33 -0.98 1.77 -1.502
O -0.286453 4.266273 -4.159004 -1.29 0.95 -0.19 -0.625
H -0.285743 1.850913 -4.906784 -0.08 0.32 -0.33 0.406
H 0.191597 1.664513 -3.281614 0.17 0.32 0.30 -0.256
H 1.356637 1.438503 -4.571464 0.22 0.06 0.11 0.330
H 1.450717 3.751133 -3.298814 0.13 0.29 -0.15 0.084
H 1.910767 5.030223 -5.358654 -0.34 0.04 -0.69 0.412
H 1.263327 3.599333 -6.416844 -0.49 0.54 0.04 0.427
H 2.597127 3.436073 -5.357724 0.42 0.09 -0.31 0.269
H -0.611973 4.205153 -5.060054 -0.65 0.31 0.04 0.418
C -2.048203 3.612783 -0.039694 0.32 1.59 -1.37 -0.610
C -2.071353 4.583703 -1.266044 -1.22 -0.87 -0.31 0.490
C -2.818273 5.909143 -1.124774 0.34 -0.53 0.62 -1.418
O -0.764123 4.778893 -1.643854 2.05 0.94 0.53 -0.607
H -1.847813 4.245393 0.825026 -0.52 -0.25 0.43 0.013
H -1.107453 3.090463 -0.213684 -0.42 -0.72 0.16 0.071
H -2.956873 3.010953 -0.024764 0.27 -0.08 0.53 0.392
H -2.493813 4.105623 -2.149824 -0.81 -0.62 0.20 0.398
H -2.362213 6.466353 -0.306464 0.03 0.30 -0.07 0.301
H -3.863673 5.744613 -0.863674 -0.09 0.01 -0.12 0.360
H -2.732033 6.452983 -2.065464 -0.08 0.12 0.15 0.344
H -0.673013 4.557623 -2.573554 0.01 0.23 -0.26 0.326
C 3.287027 0.018413 -2.807664 0.55 1.21 0.58 -0.823
C 4.150667 1.190803 -3.348504 0.24 -0.14 0.35 0.483
C 4.187727 2.410973 -2.461354 -1.42 0.29 0.63 -1.033
O 5.519397 0.818443 -3.427724 0.45 -0.73 -0.91 -0.578
H 3.986627 -0.491047 -2.144994 -0.20 -0.75 -0.19 0.392
H 2.809517 -0.616237 -3.554184 0.37 -0.06 0.09 0.243
H 2.539927 0.394003 -2.108464 -0.33 0.10 -0.26 0.002
H 3.874457 1.460813 -4.367774 -0.08 0.01 -0.03 0.176
H 4.455167 2.146423 -1.438324 0.68 -0.21 -0.02 0.387
H 3.192747 2.809353 -2.262794 -0.24 0.37 -0.49 0.110
H 4.846717 3.177823 -2.868484 -0.06 -0.10 0.15 0.290
H 5.767507 0.405643 -2.597284 0.05 -0.01 0.11 0.374
C 5.691427 0.121643 4.076366 0.92 -0.17 -0.22 -1.493
C 4.210737 -0.014587 4.041556 -1.40 -0.75 -1.06 0.669
C 3.621957 0.030883 2.634336 -0.42 1.01 -0.75 -1.254
O 3.699927 -1.197857 4.645546 0.32 -0.17 0.72 -0.567
H 6.033057 -0.126117 5.081356 0.21 0.37 0.00 0.350
H 5.953787 1.130023 3.756316 0.09 0.21 0.47 0.360
H 6.247087 -0.501007 3.375186 -0.27 -0.47 -0.06 0.324
H 3.824047 0.816643 4.631166 -0.35 -0.05 -0.01 0.229
H 3.945327 -0.690347 1.883776 1.02 -0.24 0.33 0.531
H 3.791257 1.026093 2.223256 0.05 0.06 -0.27 0.446
H 2.549297 -0.143397 2.549866 -0.28 0.31 0.84 0.085
H 3.750957 -1.902167 3.995196 0.06 -0.11 -0.01 0.327
C -4.147473 -4.147227 -1.712554 1.15 -1.52 -0.95 -0.761
C -2.864793 -4.722437 -2.502004 -1.63 1.97 0.87 0.251
C -2.826833 -4.037837 -3.907144 1.02 -1.54 0.07 -1.389
O -1.703323 -4.375487 -1.787174 1.10 1.03 -1.02 -0.595
H -4.355233 -4.664307 -0.775774 0.38 -0.04 0.08 0.015
H -5.004533 -4.373177 -2.346984 -0.20 0.60 -0.03 0.440
H -3.967163 -3.093127 -1.501684 -0.27 0.01 -0.26 0.139
H -2.847673 -5.811387 -2.546504 -0.60 -0.09 -0.49 0.417
H -1.983073 -4.484307 -4.433284 0.36 0.05 -0.01 0.374
H -2.634063 -2.965527 -3.940184 -0.37 0.00 0.53 0.248
H -3.647883 -4.316117 -4.567854 -0.44 0.21 0.45 0.394
H -1.732103 -4.678447 -0.876694 -0.46 -0.69 0.55 0.558
C -0.899063 -0.423057 3.261856 0.40 -0.12 -0.04 -0.880
C -0.809623 -1.956657 3.083056 -0.02 1.16 -0.75 1.028
C -1.118583 -2.824687 4.202226 -0.55 0.08 2.24 -1.646
O -1.667783 -2.315267 2.046316 -0.56 -0.67 -1.34 -0.535
H -0.830013 -0.053927 4.285126 0.35 -0.16 0.05 0.406
H -1.801133 0.023993 2.844116 -0.27 -0.48 -0.02 0.324
H -0.088753 -0.029907 2.647896 0.09 0.42 0.33 -0.100
H 0.194387 -2.210627 2.743096 0.43 0.21 0.18 0.231
H -0.675903 -2.318797 5.060256 0.49 -0.84 0.47 0.465
H -0.805243 -3.852107 4.016936 0.24 0.11 0.31 0.296
H -2.177743 -2.839067 4.459276 -0.26 0.05 -0.35 0.294
H -1.091113 -2.210977 1.285926 -0.39 -0.02 -1.23 0.093
C -1.633823 -0.551897 -1.689284 -0.05 -1.45 -0.29 -0.846
C -0.283353 -1.008057 -1.158244 0.31 1.15 -1.09 0.810
C 0.301397 0.086783 -0.301814 -0.56 -0.49 0.34 -0.783
O -0.279873 -2.222227 -0.439184 0.13 0.52 0.74 -0.580
H -2.306103 -0.301247 -0.868724 -0.16 0.19 -0.22 0.325
H -2.000333 -1.414337 -2.246034 -0.60 -0.13 0.14 -0.214
H -1.546583 0.199743 -2.473834 0.11 0.47 0.47 0.289
H 0.342327 -1.065187 -2.048944 0.38 -0.59 -0.15 0.225
H 1.136317 -0.338307 0.255226 0.19 0.48 0.08 0.185
H -0.513203 0.391243 0.355326 0.30 0.19 0.50 0.301
H 0.550377 0.954113 -0.913234 0.29 -0.07 0.09 -0.042
H -0.668833 -2.942637 -0.940504 -0.35 -0.19 -0.67 0.373
C 0.021687 2.872833 3.243696 -0.88 -0.13 0.18 -0.608
C 0.274427 4.372813 3.457986 -2.07 -1.75 1.61 0.565
C 0.239647 4.744393 4.930456 1.14 0.26 1.01 -1.565
O 1.526647 4.621763 2.948776 1.12 1.22 -0.84 -0.557
H -0.121703 2.682213 2.180116 0.49 -0.16 -0.12 -0.081
H -0.893783 2.481333 3.687256 -0.30 0.40 0.24 0.396
H 0.797987 2.250923 3.689426 0.36 0.21 -0.31 0.246
H -0.550423 4.915463 2.996186 0.19 0.29 -0.56 0.169
H -0.604343 4.471133 5.563786 -0.37 -0.24 -0.65 0.352
H 0.425377 5.801073 5.122886 -0.20 0.26 -0.44 0.365
H 1.102707 4.291763 5.418676 0.16 -0.36 -0.01 0.359
H 1.391297 4.972803 2.065576 0.37 0.02 -0.16 0.350
```
Positions in Å, forces in eV/Å.

Results
HOMO-LUMO gap, eV: 10.185
HOMO energy, eV: -9.65
SMILES: CC(C)O.CC(C)O.CC(C)O.CC(C)O.CC(C)O.CC(C)O.CC(C)O.CC(C)O.CC(C)O
Energy above the lowest of the compared OMol25 structures with the same formula, charge and spin, kcal/mol: 76.96



Record 2
# C27H73F3N5O14S

9 unconnected molecules or ions with the total composition C27H73F3N5O14S in a non-equilibrium geometry (wB97M-V/def2-TZVPD, OMol25).

Structure (XYZ):
```
123
Properties=species:S:1:pos:R:3:forces:R:3:mulliken_charge:R:1
C -2.528037 -2.793155 0.601882 1.84 2.48 1.57 0.566
F -3.388835 -1.747653 0.221012 1.12 -2.00 -0.18 -0.244
F -3.180991 -3.538202 1.485235 -0.36 -0.24 -0.42 -0.211
F -2.090523 -3.548434 -0.403767 -1.09 0.29 -0.39 -0.210
S -0.931384 -2.037329 1.497173 1.31 -0.65 -0.38 1.040
O -1.463989 -1.470184 2.716404 -0.48 0.47 -0.22 -0.639
O -0.131433 -3.265159 1.812389 -1.13 1.84 -1.41 -0.652
O -0.347903 -1.044731 0.535036 -1.15 -2.19 1.45 -0.650
C 5.341127 -2.709806 -3.584971 0.64 -0.43 0.12 -0.495
C 4.287366 -1.883792 -4.188973 -1.46 0.70 -1.01 -0.182
O 4.523180 -1.424591 -5.546360 0.56 -1.02 0.61 -0.535
O 6.378027 -1.941089 -3.071006 1.46 0.30 0.26 -0.520
H 5.759972 -3.444516 -4.272633 0.10 0.19 -0.24 0.303
H 4.875854 -3.300520 -2.795864 -0.18 -0.07 0.22 0.296
H 4.102583 -1.025638 -3.542813 -0.11 0.05 0.11 0.267
H 3.435793 -2.558627 -4.102278 -0.73 0.35 -0.66 0.246
H 4.072606 -0.611036 -5.784486 -0.20 -0.07 0.59 0.309
H 6.053967 -1.406924 -2.342142 -0.08 -0.01 0.03 0.311
C 0.004439 -9.920338 5.292319 -0.86 -2.21 -0.81 -0.321
C 1.134357 -9.899857 4.265647 -1.27 -1.55 1.32 -0.492
O 1.868666 -8.761454 4.610453 0.52 0.56 -1.12 -0.519
O -0.901290 -8.869064 5.060354 0.79 0.23 0.35 -0.479
H 0.409752 -9.990727 6.301715 0.20 0.62 0.17 0.237
H -0.585060 -10.832421 5.199071 -0.06 -0.24 -0.21 0.331
H 0.727881 -9.932015 3.254787 -0.03 0.58 -0.15 0.265
H 1.680176 -10.840414 4.340084 0.62 0.21 0.32 0.311
H 1.472391 -8.121995 4.014088 0.66 0.79 0.02 0.342
H -0.262419 -8.153526 5.022204 -0.59 1.03 0.08 0.324
C 3.008849 0.652074 9.299105 -1.38 -0.20 -0.25 -0.325
C 1.614555 1.228607 9.205016 -0.15 1.47 1.34 -0.429
O 0.612216 0.307610 8.952599 -0.34 -1.40 -1.53 -0.527
O 3.066021 -0.361976 10.257501 0.72 -0.29 0.57 -0.520
H 3.739455 1.432640 9.511272 0.05 -0.19 0.05 0.326
H 3.126412 0.252684 8.291752 0.80 -0.15 -0.27 0.260
H 1.684298 2.019009 8.457692 -0.39 0.29 -0.14 0.315
H 1.155329 1.594369 10.123401 1.24 0.92 0.48 0.261
H 0.629105 0.153900 8.005130 -0.38 -0.49 -0.24 0.321
H 2.471238 -1.065995 9.988790 -0.19 0.01 -0.04 0.318
C -7.017030 10.879647 4.915985 -0.59 -2.00 0.81 -1.479
C -5.604081 10.234050 4.724488 -0.76 1.98 -0.49 0.441
C -5.511713 8.673921 4.798056 1.49 1.16 -1.01 -0.595
O -4.214762 8.284197 4.259371 -0.18 0.42 0.29 -0.310
C -3.938792 6.891383 4.395171 -1.22 0.31 0.63 -0.676
N -5.052492 10.884150 3.528399 0.63 -0.61 -0.54 -0.658
H -7.781528 10.480538 4.249398 0.08 -0.49 -0.17 0.374
H -7.164933 11.951347 4.783024 0.99 0.13 0.22 0.401
H -7.304705 10.601302 5.929819 -0.55 0.28 0.19 0.329
H -5.038170 10.716224 5.521578 0.37 -0.68 0.37 0.166
H -6.267605 8.205621 4.167648 -0.35 -0.07 0.15 0.393
H -5.594623 8.383512 5.845387 -0.19 -0.21 0.03 0.336
H -4.895359 6.397849 4.223412 0.13 -0.66 -0.25 0.296
H -3.646522 6.648637 5.416819 0.13 0.05 0.22 0.260
H -3.166274 6.503407 3.731243 -0.14 0.58 -0.24 0.242
H -5.424366 11.823186 3.523988 0.17 0.13 -0.06 0.243
H -5.390741 10.468300 2.672381 -0.01 -0.31 -0.13 0.238
C -7.096254 -11.494430 0.387154 0.94 -0.91 1.62 -1.403
C -6.142534 -11.135818 -0.714886 0.27 0.87 0.14 0.388
C -4.715177 -11.775754 -0.494197 -1.33 -0.12 -0.54 -0.804
O -4.795861 -13.172244 -0.482328 -0.83 -0.46 0.05 -0.301
C -3.618644 -13.782428 -0.063061 0.18 -0.51 -0.07 -0.779
N -6.825488 -11.405730 -1.991485 1.40 0.09 0.86 -0.729
H -6.871416 -10.859550 1.244172 -0.48 0.08 0.14 0.339
H -6.784090 -12.489058 0.705535 -0.23 -0.31 0.21 0.322
H -8.167661 -11.581708 0.206624 0.17 0.62 -0.46 0.378
H -5.922924 -10.071072 -0.636254 -0.08 0.26 -0.30 0.309
H -4.297839 -11.425906 0.450014 0.08 0.33 0.11 0.398
H -4.045934 -11.562172 -1.327620 0.15 0.82 -0.07 0.416
H -2.735582 -13.338884 -0.523039 0.16 0.12 -0.18 0.323
H -3.684439 -14.825117 -0.373803 0.12 -0.03 0.14 0.238
H -3.492997 -13.729595 1.018387 -0.01 0.03 0.23 0.295
H -6.011023 -11.558401 -2.568942 -0.42 -0.42 -1.13 0.299
H -7.263171 -12.293727 -1.791507 -0.08 -0.45 -0.74 0.310
C 8.663870 0.687624 3.305959 -0.90 -0.15 0.85 -1.148
C 7.589214 1.780223 3.178111 0.11 0.59 -3.15 0.507
C 8.153703 3.135569 2.558814 0.80 -0.48 1.42 -0.779
O 9.212864 3.744050 3.358166 -0.15 -0.98 -3.18 -0.362
C 9.075202 3.912168 4.699437 -0.66 0.87 0.66 -0.649
N 6.615788 1.315110 2.159178 0.26 -0.02 0.10 -0.533
H 8.170808 -0.273288 3.453059 -0.47 0.05 0.83 0.377
H 9.230691 0.950109 4.199223 0.69 -0.48 -0.28 0.245
H 9.211456 0.352442 2.425110 0.46 1.31 -0.21 0.297
H 7.125821 2.023770 4.134171 0.00 -0.21 0.15 0.211
H 7.375041 3.865371 2.337092 -0.49 0.10 0.67 0.369
H 8.597849 2.988974 1.574265 0.28 -0.53 0.18 0.351
H 9.899605 4.578330 4.953795 0.20 -0.42 0.57 0.250
H 9.048008 2.968221 5.243781 0.21 0.05 0.35 0.229
H 8.178905 4.495500 4.910340 -0.45 -0.05 0.38 0.302
H 6.301551 1.954612 1.443368 -0.03 0.08 0.44 0.154
H 5.913781 0.633734 2.410209 0.15 0.27 0.20 0.180
C 4.455657 7.842809 -6.033495 1.32 0.97 0.10 -1.525
C 4.212420 6.425088 -5.539500 0.76 1.42 1.71 0.435
C 3.734731 6.455624 -4.055908 1.14 -0.99 -0.19 -0.930
O 2.658050 7.312968 -3.820272 -1.05 0.02 -0.88 -0.329
C 1.879421 6.868480 -2.742733 0.25 0.42 1.84 -0.867
N 3.201033 5.783962 -6.345147 0.73 -0.32 0.82 -0.734
H 5.035108 8.463285 -5.349882 0.11 -0.21 0.55 0.386
H 3.618428 8.499446 -6.270122 -0.38 -0.60 -0.23 0.359
H 5.161892 7.752440 -6.858835 -0.40 0.21 -0.60 0.410
H 5.204433 5.976382 -5.591175 -0.10 -0.60 0.27 0.297
H 4.555924 6.736566 -3.396518 0.32 0.10 0.01 0.444
H 3.429777 5.453557 -3.754292 0.12 -0.37 -0.17 0.446
H 1.137025 7.615241 -2.461135 -0.06 0.00 -0.50 0.270
H 2.506617 6.769524 -1.856766 0.44 0.32 0.32 0.347
H 1.431670 5.874843 -2.725108 -0.24 -0.17 -1.26 0.361
H 3.339313 6.240672 -7.235317 -1.04 -0.08 -0.35 0.292
H 2.497633 6.218522 -5.765080 -1.91 -0.13 -1.43 0.338
C -3.195363 1.484002 -11.020911 0.03 1.66 1.17 -1.422
C -3.863494 1.048488 -9.696940 -0.31 0.24 -1.73 0.251
C -4.680583 2.166860 -8.945052 0.74 -0.51 0.37 -0.582
O -5.409872 1.589683 -7.849287 0.43 0.73 -0.86 -0.360
C -4.630694 1.160622 -6.740682 -0.80 -0.47 -0.62 -0.663
N -4.808129 0.006730 -10.142783 0.95 -0.29 1.05 -0.663
H -2.508339 2.305498 -10.817813 -0.10 0.48 0.00 0.366
H -4.030643 1.875938 -11.601243 0.36 -0.10 -0.71 0.302
H -2.539345 0.786594 -11.541829 -0.77 -0.59 0.16 0.329
H -3.054510 0.633300 -9.095892 -0.42 -0.17 0.47 0.331
H -5.405886 2.706429 -9.554065 -0.34 -0.74 -0.51 0.309
H -4.080708 3.021525 -8.632353 0.68 -0.18 0.58 0.360
H -3.977859 1.948313 -6.364578 -0.13 0.03 0.25 0.299
H -4.048688 0.272496 -6.986840 0.33 0.00 -0.08 0.288
H -5.414426 0.816768 -6.065674 0.45 0.32 0.58 0.248
H -5.553094 0.487413 -10.626574 -0.34 -0.13 0.05 0.296
H -5.160679 -0.377988 -9.278026 -0.74 -0.30 -0.16 0.310
```
Positions in Å, forces in eV/Å.

Results
HOMO-LUMO gap, eV: 7.751
Net charge: -1
HOMO energy, eV: -5.81
Energy above the lowest of the compared OMol25 structures with the same formula, charge and spin, kcal/mol: 57.52